No. 1
C6H7Cl2Mn2NO4 as an isolated structure at a distorted geometry, computed with wB97M-V/def2-TZVPD.

The geometry in XYZ format:
```
22
Properties=species:S:1:pos:R:3
Mn 0.0430 0.2515 -4.3218
Mn -0.1909 1.2761 -0.8953
Cl -0.3961 -1.1964 -2.6586
Cl -0.1590 2.3855 -2.8924
C 1.4793 1.9937 -0.3167
C 0.5593 -1.2457 -5.3491
C 0.5976 1.4123 -5.7008
O 2.0841 2.8820 0.1311
O 0.8877 -2.2297 -5.8905
O 1.0066 2.1024 -6.5472
C -1.8257 -0.8523 2.6491
N -0.3960 -0.6009 2.7745
C 0.3367 -0.9239 4.0035
C 0.2049 -0.0059 1.7373
O -0.5146 0.3622 0.7493
H -2.1460 -1.2666 3.5985
H -2.0191 -1.5692 1.8435
H -2.3701 0.0718 2.4308
H 1.0983 -1.6814 3.7957
H 0.8273 -0.0236 4.3881
H -0.4037 -1.2988 4.7113
H 1.2964 0.1569 1.7596
```

## Properties
Max |F| in Eh/bohr: 0.207
Highest occupied orbital energy (spin up / spin down) in eV: -23.83 / -23.86
Net charge: +4
Lowest unoccupied orbital energy (spin up / spin down) in eV: -19.731 / -18.781
Multiplicity: 9
E in Ha: -3809.02253

***

No. 2
One molecule with the formula C11H12ClN at a distorted geometry, computed with wB97M-V/def2-TZVPD.

The geometry in XYZ format:
```
25
Properties=species:S:1:pos:R:3
C 0.5816 0.0567 3.0001
C 0.6987 1.3953 2.8332
C 0.2597 -0.7216 1.8710
C 0.5127 2.0343 1.5511
C 0.0423 -0.1620 0.6468
C 0.0945 1.2429 0.4792
C -0.5159 0.7419 -1.6879
C -1.0224 0.8268 -2.8915
C -0.0529 -0.9809 -0.5559
C 1.2725 -1.3472 -1.2059
C -1.1884 -1.9028 -0.6384
N -0.1333 1.6298 -0.8126
Cl -0.6761 3.3877 -0.7831
H 0.5388 -0.3481 3.9386
H 0.7689 2.0129 3.6381
H 0.1631 -1.8534 2.0052
H 0.4666 3.0398 1.5132
H -0.9760 1.7719 -3.4259
H -1.1623 0.0380 -3.5867
H 1.1205 -2.3467 -1.5729
H 2.0314 -1.3764 -0.4216
H 1.5631 -0.5809 -1.9782
H -1.6424 -1.8439 -1.5829
H -1.7899 -1.7909 0.1721
H -0.9547 -2.9232 -0.5051
```

## Properties
Max |F| in Eh/bohr: 0.092
Energy above the lowest of the compared OMol25 structures with the same formula, charge and spin in kcal/mol: 113.3
Highest occupied orbital energy in eV: -7.87
Lowest unoccupied orbital energy in eV: -0.248
Multiplicity: 1
E in Ha: -941.14035

***

No. 3
An isolated ion of composition C8H20IN3 and charge +2 at a distorted geometry, computed with wB97M-V/def2-TZVPD.

The geometry in XYZ format:
```
32
Properties=species:S:1:pos:R:3
C -1.0241 0.1803 -0.4346
C -1.5535 -2.5840 1.0743
C -0.0907 -0.7059 -2.6537
C -1.0969 1.6516 -2.4157
C 2.1847 -0.6405 4.1705
C 1.3555 2.4315 -0.6515
C -1.4503 -1.0837 1.4755
C -0.3081 0.5874 -1.6784
N 0.7843 -0.6674 0.6577
N -0.5180 -0.4009 0.5760
N 1.1295 1.1394 -1.3899
I 1.5120 -1.5177 2.3597
H -2.1251 0.5167 -0.4881
H -2.2449 -2.7164 0.2938
H -0.4811 -2.8982 0.7213
H -1.9659 -3.1213 2.0368
H -0.8850 -1.4641 -2.4495
H -0.1110 -0.3838 -3.6470
H 0.8681 -1.1556 -2.2887
H -0.6696 1.9202 -3.3493
H -1.3483 2.5437 -1.9175
H -2.1535 1.2732 -2.5857
H 2.9129 0.1674 3.9407
H 1.4022 0.0673 4.6165
H 2.6626 -1.4951 4.7483
H 0.3934 3.0016 -0.8952
H 1.0813 2.2268 0.3957
H 2.2855 2.8980 -1.0275
H -1.2902 -0.9500 2.5800
H -2.4661 -0.6775 1.4419
H 1.4770 1.3675 -2.3451
H 1.7333 0.4897 -0.8713
```

## Properties
Max |F| in Eh/bohr: 0.077
Energy above the lowest of the compared OMol25 structures with the same formula, charge and spin in kcal/mol: 0.3
Highest occupied orbital energy in eV: -16.47
Net charge: +2
Lowest unoccupied orbital energy in eV: -8.453
Multiplicity: 1
E in Ha: -777.96822

***

No. 4
C15H68BNO30 as an isolated structure at a distorted geometry, computed with wB97M-V/def2-TZVPD.

The geometry in XYZ format:
```
115
Properties=species:S:1:pos:R:3
C 1.0540 2.5640 3.1365
C 0.8050 1.0181 3.3489
C 0.1253 0.4109 2.1090
C 0.9325 0.2831 0.8334
N 0.2640 -0.4725 -0.2672
C 0.3880 -1.9110 0.0808
C 1.9216 -2.3170 -0.2467
C 2.3488 -1.3502 -1.3463
C 1.0974 -0.4804 -1.4542
C -1.1166 -0.0667 -0.5929
C -1.2973 1.3620 -1.2356
C -2.5220 1.5565 -2.0584
H 0.2026 3.0241 2.4819
H 1.7391 2.6831 2.5044
H 1.1877 3.1266 3.9876
H 0.1969 1.0601 4.1756
H 1.6541 0.6269 3.6072
H -0.5606 1.2479 1.6218
H -0.0722 -0.4131 2.2919
H 1.8828 -0.2093 1.0367
H 1.1029 1.3774 0.3242
H -0.0192 -2.6872 -0.4869
H 0.4154 -2.3115 0.9636
H 1.8462 -3.3494 -0.5625
H 2.7206 -2.3630 0.6027
H 2.5901 -2.0084 -2.1094
H 3.0506 -0.7161 -1.1381
H 0.4767 -0.8036 -2.3278
H 1.2881 0.4988 -1.7932
H -1.7899 0.0006 0.4353
H -1.5346 -0.8846 -1.1920
H -0.4021 1.5702 -1.5945
H -1.4910 2.2057 -0.4901
H -2.7380 0.7977 -2.5574
H -2.2295 2.3900 -2.6823
H -3.3153 1.8159 -1.4207
O -5.9029 -2.6134 -3.5454
C -4.7643 -2.3891 -3.8860
O -3.7867 -3.2209 -3.9458
B -2.4950 -2.4828 -4.0792
O -2.9781 -1.1342 -4.3075
C -4.2145 -1.0975 -4.0813
O -4.9152 -0.0990 -4.0818
O -1.7311 -3.0000 -5.1721
C -0.6688 -3.4163 -4.6280
O 0.2980 -4.0853 -5.2359
C -0.6222 -3.1208 -3.2329
O -1.7015 -2.6585 -2.8765
O 0.1008 -3.4756 -2.3686
O -0.5458 -1.7349 4.8835
H -1.2288 -1.6272 4.2624
H -0.4928 -1.0637 5.4746
O 4.7839 -0.3275 2.9261
H 3.9910 -0.6562 3.0785
H 4.7746 0.5647 2.8305
O 4.7733 0.9339 -0.4046
H 4.9463 1.8842 -0.3715
H 5.4777 0.7327 0.0821
O 1.8689 -0.4300 6.5087
H 1.9522 -0.5396 5.5687
H 2.6669 0.1707 6.6533
O 2.8072 1.3108 -3.7971
H 2.9268 1.5261 -4.7685
H 3.5106 0.8906 -3.5303
O -2.9268 1.7157 3.5339
H -2.9872 2.4136 2.9333
H -2.5090 2.2783 4.1972
O 4.9829 2.4340 2.4352
H 4.5233 3.2165 2.6713
H 5.8342 2.6847 2.4150
O 1.8956 -5.9693 0.4621
H 2.7659 -5.8700 0.2236
H 1.7992 -5.6070 1.3945
O -0.9073 -5.0524 -0.2731
H -1.3312 -4.6090 0.5101
H -0.1488 -5.1774 0.2841
O 4.9243 -0.2711 -2.8087
H 5.6896 0.2915 -3.2520
H 4.7370 0.3029 -1.9294
O -3.8731 4.6035 -0.4798
H -4.3915 3.7805 -0.1433
H -3.0324 4.5868 0.1632
O -0.5119 2.2029 -4.9989
H -0.1481 1.5377 -4.2882
H -0.9545 1.6498 -5.6144
O -0.3030 4.6924 0.4989
H -0.4754 4.4934 -0.3514
H -0.2877 5.6954 0.7932
O -6.1420 2.5996 -0.2859
H -6.6844 2.8891 -0.9812
H -5.8703 1.7180 -0.1305
O 0.6878 -0.2435 -4.2662
H 0.6320 -0.5900 -5.1839
H 1.2993 0.4835 -4.1200
O 2.4927 -1.7192 3.3650
H 2.9523 -2.5067 3.5639
H 1.6290 -2.0423 3.4991
O -1.9411 4.0991 1.4627
H -1.6779 4.8010 2.1178
H -1.2495 4.2704 0.8619
O -2.9676 -0.9925 2.7346
H -3.1574 -1.3728 3.6814
H -3.1276 0.0050 2.9068
O -2.4600 -3.4233 1.4765
H -2.9675 -3.8931 2.1711
H -2.6123 -2.5381 1.5150
O -0.4159 4.7445 -2.3937
H 0.3152 4.7494 -2.7800
H -0.8900 4.0691 -2.9395
O -1.6514 2.9808 5.6443
H -1.2433 3.7868 5.1203
H -0.9782 2.6958 6.3242
O 1.8667 -5.5139 -2.4897
H 1.2314 -4.8478 -2.4881
H 1.5331 -6.3495 -2.7030
```

## Properties
Max |F| in Eh/bohr: 0.320
Energy above the lowest of the compared OMol25 structures with the same formula, charge and spin in kcal/mol: 141.0
Highest occupied orbital energy in eV: -9.23
Lowest unoccupied orbital energy in eV: -1.074
Multiplicity: 1
E in Ha: -2948.76842

***

No. 5
One molecule with the formula C3H7NOS at a distorted geometry, computed with wB97M-V/def2-TZVPD.

The geometry in XYZ format:
```
13
Properties=species:S:1:pos:R:3
C -2.4909 1.0092 -0.1305
N -1.6929 0.0368 0.6969
S -0.7085 -0.7505 -0.4572
C 1.0388 -0.7625 0.4703
O 1.4990 0.4984 0.6225
C 2.5339 0.6831 -0.4755
H -3.1002 1.6923 0.2900
H -2.6475 0.9334 -1.2076
H 1.6844 -1.4314 -0.2299
H 0.3417 -1.1914 1.2867
H 2.1189 0.7763 -1.4518
H 3.2307 -0.2042 -0.2091
H 3.0764 1.6098 -0.2085
```

## Properties
Max |F| in Eh/bohr: 0.167
Energy above the lowest of the compared OMol25 structures with the same formula, charge and spin in kcal/mol: 126.1
Highest occupied orbital energy in eV: -8.10
Lowest unoccupied orbital energy in eV: -0.006
SMILES string: C=NSCOC
Multiplicity: 1
E in Ha: -646.51109

***

No. 6
A 15-piece molecular cluster, CH33NO14 overall at a distorted geometry, computed with wB97M-V/def2-TZVPD.

The geometry in XYZ format:
```
49
Properties=species:S:1:pos:R:3
C -0.0358 0.2225 0.5038
N 0.0453 1.5486 1.1095
H -0.8830 0.1778 -0.2036
H -0.2052 -0.6809 1.0887
H 0.7690 -0.1513 -0.1442
H 0.7342 1.5010 1.8680
H 0.7448 2.0020 0.5053
H -3.6557 1.1194 -2.1739
H -2.8175 2.2114 -1.3931
O -2.9354 1.2654 -1.5616
H 2.2288 -2.3104 1.4086
H 2.1650 -1.6983 2.8764
O 1.6834 -1.8546 2.0668
H -1.8674 4.3810 0.3175
H -2.2172 3.0552 0.8920
O -2.5544 3.7074 0.2666
H 2.3232 0.5863 1.5672
H 2.7260 0.2901 2.9025
O 3.1089 0.6991 2.1164
H 1.2283 -3.2468 -2.3279
H 0.4385 -1.8691 -2.3949
O 1.3330 -2.2919 -2.3237
H -3.9620 -1.0427 2.0887
H -2.5471 -0.6614 2.4659
O -3.0383 -1.2855 1.9715
H 0.4672 3.6102 -0.5143
H 0.3166 4.1899 -1.8971
O -0.0522 4.2506 -1.0105
H 2.5823 -0.9255 -2.0776
H 2.8803 -0.1927 -3.2936
O 3.0531 -0.1150 -2.3461
H -1.9961 -1.9489 0.1515
H -2.6982 -3.1752 0.3266
O -2.7126 -2.4228 -0.2788
H -0.6817 -0.3983 -1.7309
H -1.8053 -1.0704 -2.5421
O -0.8572 -0.9330 -2.5184
H 2.3637 -2.4345 -0.9299
H 2.0627 -3.8088 -0.3083
O 2.6597 -3.0665 -0.2243
H -1.3956 1.8769 2.0906
H -2.7097 1.7059 2.9304
O -1.9861 2.3099 2.7462
H 2.9245 1.3886 -1.1858
H 2.8327 2.7939 -0.6715
O 2.3629 1.9528 -0.6187
H -0.3585 -2.9880 -0.6388
H 0.1139 -2.8303 0.8632
O -0.1758 -3.4431 0.1858
```

## Properties
Max |F| in Eh/bohr: 0.054
Energy above the lowest of the compared OMol25 structures with the same formula, charge and spin in kcal/mol: 0.0
Highest occupied orbital energy in eV: -10.56
Lowest unoccupied orbital energy in eV: 0.107
Multiplicity: 1
E in Ha: -1165.96151